(1)
# C5H7N

One molecule with the formula C5H7N (ωB97M-V/def2-TZVPD, the Open Molecules 2025 dataset).

Structure (XYZ):
```
13
Properties=species:S:1:pos:R:3:mulliken_charge:R:1
C -1.115 1.235 1.269 -0.995
C -0.525 0.255 0.580 0.521
C -0.996 -0.382 -0.665 -0.388
C 0.055 -0.911 -1.291 -0.455
C 1.303 -0.634 -0.484 -0.361
N 0.756 -0.269 0.822 -0.379
H -0.599 1.694 2.107 0.250
H -2.088 1.593 0.963 0.252
H -2.022 -0.332 -1.016 0.385
H 0.074 -1.376 -2.272 0.382
H 1.808 0.228 -0.935 0.239
H 1.996 -1.475 -0.405 0.288
H 1.352 0.374 1.328 0.260
```

HOMO, eV: -7.94
SMILES: C=C1C=CCN1
Lowest unoccupied orbital energy, eV: 1.11

---

(2)
# C5H7N

One molecule with the formula C5H7N at a distorted geometry (ωB97M-V/def2-TZVPD, the Open Molecules 2025 dataset).

Structure (XYZ):
```
13
Properties=species:S:1:pos:R:3:mulliken_charge:R:1
C -0.755 1.298 -0.029 -0.686
C -2.373 1.054 0.193 -0.261
C 0.565 0.796 -0.111 0.723
C -2.651 -0.325 -0.291 -0.721
C 2.854 -0.016 0.215 -0.579
N 1.618 0.342 -0.410 -0.185
H -0.425 2.354 0.303 0.169
H -2.721 -0.246 -1.448 0.249
H -3.703 -0.628 0.018 0.262
H -1.899 -1.008 0.120 0.279
H 3.529 0.894 0.381 0.263
H 3.386 -0.709 -0.523 0.228
H 2.648 -0.482 1.306 0.260
```

HOMO, eV: -8.37
Lowest unoccupied orbital energy, eV: -0.21

---

(3)
# C5H7N

One molecule with the formula C5H7N (ωB97M-V/def2-TZVPD, the Open Molecules 2025 dataset).

Structure (XYZ):
```
13
Properties=species:S:1:pos:R:3:mulliken_charge:R:1
C 1.144 -0.538 -0.194 -0.598
C -0.110 0.005 -0.917 -0.335
C -1.248 -0.552 -0.067 -0.436
N -0.779 0.269 1.086 -0.513
C -0.140 1.186 0.118 -0.406
C 0.706 0.332 0.972 -0.066
H 1.188 -1.622 -0.024 0.268
H 2.079 -0.190 -0.643 0.280
H -0.147 0.055 -2.007 0.443
H -1.330 -1.635 0.092 0.277
H -2.218 -0.142 -0.366 0.285
H -0.398 2.238 0.078 0.425
H 1.254 0.594 1.871 0.378
```

HOMO, eV: -9.30
SMILES: C1[C@H]2CN3[C@H]2[C@H]13
Lowest unoccupied orbital energy, eV: 1.15

---

(4)
# C5H7N

C5H7N as an isolated structure at a distorted geometry (ωB97M-V/def2-TZVPD, the Open Molecules 2025 dataset).

Structure (XYZ):
```
13
Properties=species:S:1:pos:R:3:mulliken_charge:R:1
C -0.225 0.719 1.074 -0.378
C 0.462 -0.471 0.784 -0.023
C -0.817 0.439 -0.335 -0.015
C 0.428 0.551 -1.243 -0.661
C 1.227 -0.177 -0.498 -0.489
H 0.056 1.934 1.070 0.284
H -1.041 0.125 1.720 0.183
H 1.199 -1.073 1.400 0.397
H -1.702 -1.047 0.573 0.261
H -1.807 0.978 -0.770 0.275
H 0.408 1.065 -2.164 0.432
H 2.101 -0.671 -0.799 0.389
N -0.809 -1.097 0.039 -0.656
```

HOMO, eV: -9.23
Lowest unoccupied orbital energy, eV: 1.07

---

(5)
# C5H7N

A 2-piece molecular cluster, C5H7N overall at a distorted geometry (ωB97M-V/def2-TZVPD, the Open Molecules 2025 dataset).

Structure (XYZ):
```
13
Properties=species:S:1:pos:R:3:mulliken_charge:R:1
N 2.111 -0.664 1.533 -0.459
C 1.595 -0.257 0.577 0.253
C 1.061 0.281 -0.686 -0.350
C -0.297 0.920 -0.538 -0.092
C -0.656 -1.071 1.616 -0.457
C -1.320 0.646 -1.334 -0.670
H 1.021 -0.540 -1.409 0.243
H 1.790 1.011 -1.061 0.306
H -0.400 1.631 0.279 0.312
H -0.748 -0.794 2.687 0.200
H -0.623 -2.181 1.645 0.223
H -1.247 -0.104 -2.118 0.234
H -2.286 1.122 -1.192 0.259
```

HOMO (alpha / beta), eV: -8.99 / -8.95
Lowest unoccupied orbital energy (alpha / beta), eV: -0.60 / -0.59

---

(6)
# C5H7N

One molecule with the formula C5H7N (ωB97M-V/def2-TZVPD, the Open Molecules 2025 dataset).

Structure (XYZ):
```
13
Properties=species:S:1:pos:R:3:mulliken_charge:R:1
C -0.469 -1.892 0.723 -1.279
C 0.046 -0.620 0.106 0.794
C 1.120 -0.760 -0.688 -0.763
C 0.985 1.581 -1.005 -0.817
C -0.170 1.672 -0.333 -0.027
N -0.649 0.561 0.317 -0.153
H -0.352 -1.880 1.813 0.308
H -1.527 -2.036 0.478 0.323
H 0.092 -2.745 0.333 0.344
H 1.710 0.772 -0.778 0.358
H 1.346 2.325 -1.703 0.315
H -0.813 2.548 -0.334 0.357
H -1.348 0.627 1.042 0.240
```

HOMO, eV: -8.43
Lowest unoccupied orbital energy, eV: 0.64

---

(7)
# C5H7N2

A 2-piece molecular cluster, C5H7N2 overall at a distorted geometry (ωB97M-V/def2-TZVPD, the Open Molecules 2025 dataset).

Structure (XYZ):
```
14
Properties=species:S:1:pos:R:3:mulliken_charge:R:1
C 3.241 -1.322 1.817 0.022
C 2.930 -0.219 1.461 -0.920
C -2.089 0.069 -0.290 -0.079
C -0.802 -0.295 -0.367 0.229
C -2.558 1.174 -1.054 -0.913
N 1.423 -0.551 -0.840 -0.800
N 0.336 -0.470 -0.451 0.926
H 3.428 -2.265 1.935 0.551
H 2.153 -1.103 -0.356 0.320
H 2.667 0.834 1.475 0.392
H -2.772 -0.422 0.452 0.348
H -1.545 1.710 -1.283 0.296
H -3.053 1.054 -2.038 0.318
H -3.360 1.805 -0.458 0.311
```

HOMO, eV: -14.57
Charge: +1
Lowest unoccupied orbital energy, eV: -6.56

---

(8)
# C5H7N2

An isolated ion of composition C5H7N2 and charge +1 at a distorted geometry (ωB97M-V/def2-TZVPD, the Open Molecules 2025 dataset).

Structure (XYZ):
```
14
Properties=species:S:1:pos:R:3:mulliken_charge:R:1
C 2.672 0.194 0.418 -0.985
C 1.503 -0.460 -0.288 0.603
N 0.552 -1.044 -0.681 0.024
C -0.756 -1.237 -0.828 -0.618
C -1.541 -0.200 -0.553 0.564
C -2.572 0.590 0.118 -0.333
N -1.184 0.891 0.198 -0.428
H 2.980 -0.355 1.318 0.318
H 2.401 1.155 0.637 0.322
H 3.649 0.302 0.008 0.377
H -1.131 -1.860 -1.641 0.302
H -2.962 -0.267 0.701 0.279
H -3.217 1.362 -0.347 0.296
H -0.394 0.929 0.941 0.279
```

HOMO, eV: -13.77
Charge: +1
SMILES: CC#[N+]/C=C1/CN1
Lowest unoccupied orbital energy, eV: -4.37

---

(9)
# C5H7N2

An isolated ion of composition C5H7N2 and charge +1 at a distorted geometry (ωB97M-V/def2-TZVPD, the Open Molecules 2025 dataset).

Structure (XYZ):
```
14
Properties=species:S:1:pos:R:3:mulliken_charge:R:1
C 0.568 -1.238 0.092 0.084
C -0.727 0.684 -1.500 0.077
C 1.539 -0.532 -2.042 -0.613
C -0.640 -0.718 0.638 0.228
C -0.508 0.196 1.908 -1.036
N -1.042 0.338 -0.431 -0.214
N 1.233 -0.845 -0.830 -0.055
H -0.685 1.382 -2.259 0.450
H 1.070 -1.079 -2.738 0.469
H 2.398 0.083 -2.291 0.300
H -1.452 -1.472 0.627 0.310
H 0.141 1.066 1.738 0.338
H -0.182 -0.502 2.749 0.327
H -1.493 0.666 2.346 0.334
```

HOMO (alpha / beta), eV: -13.75 / -13.75
Charge: +1
Lowest unoccupied orbital energy (alpha / beta), eV: -4.65 / -4.65

---

Respective DFT total energy values: -249.43300 -249.23399 -249.36278 -249.27756 -249.26389 -249.30964 -303.71469 -303.80226 -303.80471 Ha.
Respective energy relative to the best compared isomer or geometry (same formula, charge and spin) values: 105.63 628.14 290.01 513.75 549.65 429.52 798.86 568.94 562.51 kJ/mol.